# 1
A cluster of 7 separate species, C7H20Cl2N6O12 in total. Source: the Open Molecules 2025 dataset; level of theory: ωB97M-V/def2-TZVPD.

```
47
Properties=species:S:1:pos:R:3:forces:R:3
C -2.5656 0.9515 3.5672 -0.48 -0.41 -1.38
N -3.6068 1.3879 4.5246 -0.03 0.06 0.12
O -4.6894 0.8517 4.4621 -0.16 -0.08 -0.12
O -3.3134 2.2559 5.3190 0.24 0.20 0.10
H -2.4012 1.7143 2.8050 0.24 0.50 0.63
H -2.9979 0.1533 2.9671 0.09 -0.38 0.55
H -1.6653 0.6549 4.0850 0.06 0.13 0.11
C -1.1541 -3.7493 3.0280 -0.60 0.55 0.36
N -2.4483 -3.0320 2.7378 0.08 -0.14 0.06
O -2.9751 -3.1925 1.6623 0.07 -0.11 0.00
O -2.8670 -2.3064 3.6235 -0.03 -0.06 -0.13
H -0.8484 -3.2721 3.9528 0.52 -0.16 -0.12
H -0.5071 -3.5762 2.1779 0.12 -0.06 0.04
H -1.3487 -4.8030 3.2014 -0.17 -0.02 -0.22
C 3.6220 1.8404 -0.9004 0.03 -0.76 -0.43
N 5.0113 2.2458 -1.2082 0.38 0.27 0.13
O 5.8723 1.3932 -1.2156 0.03 -0.29 -0.03
O 5.2168 3.4233 -1.4082 -0.14 0.25 -0.07
H 3.6177 0.7540 -0.9002 -0.03 0.10 0.27
H 2.9920 2.1831 -1.7136 -0.08 0.32 0.20
H 3.3585 2.2696 0.0586 -0.12 0.12 -0.03
C -0.5737 4.8449 -0.2664 0.42 0.63 -1.13
N 0.3545 3.7331 -0.6133 0.27 -0.20 0.93
O 1.1823 3.9123 -1.4743 -0.14 0.13 -0.33
O 0.2413 2.7080 0.0363 -0.07 0.03 -0.14
H -0.7172 4.9196 0.8011 -0.24 -0.39 0.05
H -1.4572 4.6687 -0.8773 -0.26 -0.08 0.47
H -0.1098 5.7492 -0.6562 0.02 -0.03 0.12
C 3.0667 -3.3133 -2.2832 -0.03 -0.58 -0.59
N 2.3153 -2.0566 -2.5397 0.45 -0.51 0.70
O 2.8655 -1.0264 -2.2106 -0.20 0.37 -0.15
O 1.2049 -2.1603 -3.0006 -0.24 0.26 -0.18
H 2.7439 -3.7608 -1.3476 -0.15 0.34 0.13
H 4.1272 -3.0981 -2.2697 0.00 0.11 0.03
H 2.7908 -3.9931 -3.0872 0.14 0.02 0.04
C -2.3298 -0.3615 -3.5195 0.24 0.39 0.47
N -2.5692 -1.5975 -2.7432 0.06 -0.25 -0.26
O -1.7396 -1.9025 -1.9254 0.65 -0.06 0.50
O -3.5896 -2.2061 -2.9431 -0.62 -0.18 -0.29
H -2.8677 -0.3956 -4.4560 -0.18 0.01 0.05
H -1.2594 -0.2417 -3.6505 0.02 -0.12 -0.04
H -2.6808 0.4108 -2.8321 -0.09 0.18 -0.40
Cl -1.0023 -0.1257 0.7046 -0.18 -0.18 0.50
C 0.6052 -0.5300 0.1387 0.08 0.41 -1.19
Cl 1.3639 -1.9375 0.8878 -0.06 0.06 0.15
H 0.4882 -0.7295 -0.9239 0.04 -0.27 0.09
H 1.2440 0.3423 0.2254 0.02 -0.09 0.42
```
Positions in Å, forces in eV/Å.

The calculation puts the energy above the lowest of the compared OMol25 structures with the same formula, charge and spin at 0.0 kJ/mol. The HOMO-LUMO gap is 10.42 eV. As for the structure (SMILES): C[N+](=O)[O-].C[N+](=O)[O-].C[N+](=O)[O-].C[N+](=O)[O-].C[N+](=O)[O-].C[N+](=O)[O-].ClCCl. The value obtained for the LUMO energy is -0.382 eV.


# 2
A structure of composition C7H20FN3P2. Source: the Open Molecules 2025 dataset; level of theory: ωB97M-V/def2-TZVPD.

```
33
Properties=species:S:1:pos:R:3:forces:R:3
C -0.1452 -1.8191 1.7044 0.22 0.06 -0.07
C -1.5874 0.2046 2.1541 0.02 0.28 -0.12
C -2.3615 -0.6305 -1.2682 -0.26 0.11 0.16
C -0.7209 0.3026 -2.7184 0.02 0.32 -0.19
C 1.9747 -1.4382 -0.9742 0.03 -0.17 -0.16
C 2.9445 0.4809 0.2033 0.14 0.26 0.03
C -0.2322 -0.3021 1.6919 0.19 0.27 -0.66
N 0.3451 1.9821 -0.0582 -0.92 -0.74 0.07
N -0.9803 -0.6202 -1.6524 2.33 0.95 2.72
N 1.7774 -0.1269 -0.3988 -0.57 -0.33 0.12
F -0.2781 3.5341 1.8433 -0.52 -0.16 -0.33
P -0.8583 3.0694 0.3570 1.17 0.20 0.51
P 0.2716 0.4141 0.0290 -1.09 -0.84 -1.63
H 0.8680 -2.1587 1.4975 0.02 -0.08 -0.01
H -0.4324 -2.1957 2.6853 -0.05 -0.04 0.04
H -0.8081 -2.2458 0.9561 -0.09 -0.12 -0.05
H -2.3935 -0.2711 1.5999 -0.07 -0.02 -0.01
H -1.6656 1.2842 2.0132 -0.14 -0.10 0.16
H -1.7223 -0.0090 3.2136 -0.02 -0.03 0.05
H -2.5067 -1.3252 -0.4421 -0.13 0.00 0.02
H -2.7549 0.3590 -0.9920 -0.08 -0.02 -0.01
H -2.9421 -0.9950 -2.1228 -0.10 0.00 0.00
H -1.1776 -0.0811 -3.6376 0.01 0.01 -0.04
H -1.1268 1.3095 -2.5312 0.05 0.00 -0.09
H 0.3563 0.3831 -2.8668 -0.01 0.07 -0.15
H 2.6816 -1.3644 -1.8064 -0.03 -0.04 0.01
H 2.3815 -2.1556 -0.2511 -0.02 0.03 0.00
H 1.0154 -1.7898 -1.3480 0.08 -0.17 -0.07
H 2.6625 1.4508 0.6074 0.15 0.03 0.00
H 3.3574 -0.1456 1.0021 -0.02 -0.02 0.01
H 3.7205 0.6279 -0.5525 -0.02 0.01 0.01
H 0.5474 0.1229 2.3436 -0.06 -0.02 -0.15
H -0.2099 4.1489 -0.2811 -0.24 0.31 -0.18
```
Positions in Å, forces in eV/Å.

The HOMO-LUMO gap is 8.59 eV. The value obtained for the LUMO energy is 0.461 eV.


# 3
A cluster of 2 separate species, C7H20N2OP in total. Source: the Open Molecules 2025 dataset; level of theory: ωB97M-V/def2-TZVPD.

```
31
Properties=species:S:1:pos:R:3:forces:R:3
C 2.5320 2.0766 3.0075 -0.49 -0.47 -0.71
C 2.3028 0.5196 2.9113 0.07 0.10 0.39
P 1.4414 0.1833 1.2892 1.22 2.25 -1.37
N -0.2225 -0.4938 1.5581 -0.02 -0.43 0.89
C 2.4413 -0.9151 0.1572 0.48 0.02 0.34
C 3.1553 0.0659 -0.8432 -1.31 -0.02 1.03
H 2.1915 2.5386 2.0692 0.15 -0.01 0.30
H 1.9190 2.5141 3.8000 0.41 -0.05 0.03
H 3.5959 2.3098 3.0978 -0.27 -0.02 0.35
H 1.7389 0.1669 3.7885 0.05 -0.02 -0.32
H 3.2851 0.0284 2.9770 -0.42 -0.20 -0.30
H -0.4233 -1.3333 1.0163 -0.10 -0.16 0.26
H -0.8851 0.2187 1.2256 -0.24 -0.06 -0.52
H -0.4031 -0.6284 2.5554 -0.13 -0.44 -0.11
H 3.2307 -1.4255 0.7288 -0.51 -0.30 -0.16
H 1.7951 -1.6179 -0.3851 0.22 0.00 0.25
H 2.3536 0.6137 -1.3553 0.47 -0.09 -0.23
H 3.6888 0.7994 -0.2263 0.27 -0.13 -0.46
H 3.8058 -0.4703 -1.5342 -0.03 0.14 0.15
C -2.0453 -1.4100 -1.7022 0.00 0.07 0.08
C -2.6072 -0.0852 -1.2517 -0.37 0.30 -0.20
O -2.1875 0.5137 -0.2580 0.38 -0.22 0.35
N -3.6061 0.4471 -1.9794 0.40 -0.31 0.21
C -4.2384 -0.0904 -3.1727 -0.17 0.36 0.10
H -1.2503 -1.7137 -1.0259 0.01 0.02 -0.01
H -2.8206 -2.1761 -1.6882 0.05 -0.03 -0.12
H -1.6273 -1.3235 -2.7051 -0.06 -0.11 -0.02
H -3.9337 1.3320 -1.6232 -0.05 0.03 -0.04
H -4.1166 0.6220 -3.9889 -0.03 -0.13 -0.09
H -5.3030 -0.2237 -2.9792 0.01 -0.10 -0.13
H -3.8071 -1.0426 -3.4634 0.03 0.03 0.06
```
Positions in Å, forces in eV/Å.

The calculation puts the energy above the lowest of the compared OMol25 structures with the same formula, charge and spin at 0.0 kJ/mol. The HOMO-LUMO gap is 9.36 eV. As for the net charge: +1. The value obtained for the LUMO energy is -2.845 eV.


# 4
A cluster of 3 separate species, C7H20O3 in total. Source: the Open Molecules 2025 dataset; level of theory: ωB97M-V/def2-TZVPD.

```
30
Properties=species:S:1:pos:R:3:forces:R:3
C -0.0752 2.4654 -0.1613 0.03 -0.10 -0.04
C 0.2987 2.1294 -1.5852 0.02 -0.03 -0.17
C -0.5676 1.0030 -2.1280 0.30 0.01 0.02
O 0.2336 3.2851 -2.4204 -0.01 0.11 -0.13
H 0.1268 1.5862 0.4518 -0.08 0.19 0.18
H -1.1345 2.7202 -0.0920 -0.02 -0.04 0.05
H 0.5012 3.3159 0.1966 0.07 -0.02 0.07
H 1.3493 1.8229 -1.6126 -0.02 -0.05 0.00
H -1.6231 1.2476 -1.9904 -0.05 -0.05 -0.07
H -0.3515 0.0749 -1.5941 -0.10 0.06 0.01
H -0.3549 0.8370 -3.1846 -0.07 -0.02 -0.04
H -0.5773 3.2604 -2.9357 -0.05 0.00 0.06
C -0.1216 -2.3842 0.4693 -0.05 -0.23 0.12
C 1.2457 -1.9763 0.9379 0.43 0.35 0.11
C 2.3194 -2.1482 -0.1207 0.04 -0.21 -0.11
O 1.1596 -0.5962 1.3735 0.03 -0.49 -0.29
H -0.3915 -1.8616 -0.4480 -0.06 0.04 0.02
H -0.8589 -2.1827 1.2455 -0.06 0.00 -0.08
H -0.1194 -3.4574 0.2748 -0.08 0.01 -0.07
H 1.5523 -2.5944 1.7907 -0.21 0.08 0.10
H 2.0912 -1.6346 -1.0561 -0.06 0.20 0.12
H 2.4296 -3.2085 -0.3687 0.02 0.06 0.11
H 3.2783 -1.7999 0.2684 0.05 0.02 -0.13
H 2.0433 -0.3078 1.6221 -0.03 0.10 0.04
C -2.4278 0.0248 1.7800 0.01 -0.06 -0.05
O -1.2879 0.5295 2.4347 0.01 0.08 0.07
H -2.2914 -0.0211 0.6927 -0.06 0.04 0.03
H -2.6912 -0.9789 2.1368 -0.04 0.03 -0.03
H -3.2561 0.6947 2.0001 -0.08 0.00 -0.03
H -0.4991 0.1549 2.0229 0.13 -0.08 0.11
```
Positions in Å, forces in eV/Å.

The calculation puts the energy above the lowest of the compared OMol25 structures with the same formula, charge and spin at 19.0 kJ/mol. The HOMO-LUMO gap is 10.47 eV. As for the structure (SMILES): CC(C)O.CC(C)O.CO. The value obtained for the LUMO energy is 0.644 eV.


# 5
A structure of composition C7H21F4HfN9O22S4. Source: the Open Molecules 2025 dataset; level of theory: ωB97M-V/def2-TZVPD.

```
68
Properties=species:S:1:pos:R:3:forces:R:3
Hf 0.0242 -0.1183 -0.0708 -0.26 0.02 0.67
N 2.0747 -0.8425 0.4902 1.96 -2.28 0.49
S 3.5975 -0.3216 0.5895 2.55 6.69 -0.06
O 4.3858 -0.3481 -0.6031 -0.93 -0.88 1.03
O 4.1988 -0.4184 1.8878 -0.58 -1.62 -0.94
F 3.1388 1.2254 0.6913 0.07 0.01 -0.46
S 2.5779 -2.4645 0.8156 -4.07 -4.06 -0.06
O 2.5665 -2.8544 2.1856 0.33 1.12 -0.72
O 3.3997 -3.1162 -0.1449 0.56 1.45 0.58
F 1.1210 -2.9332 0.2928 0.32 -0.21 0.32
N -1.8551 0.0239 -1.2034 -1.45 0.63 -3.46
S -2.1263 0.4484 -2.8536 7.66 2.91 -3.87
O -2.7899 1.6685 -3.1627 -1.94 -1.37 0.82
O -1.8056 -0.5625 -3.8023 -1.74 -0.36 0.85
F -0.6356 1.1496 -2.7889 0.58 -0.21 0.09
S -3.4086 -0.1842 -1.0838 -5.57 -2.19 8.52
O -4.0316 -1.2548 -1.8066 1.15 1.34 -1.27
O -4.1805 0.9409 -0.6227 1.10 -0.50 -1.84
F -3.2308 -0.9304 0.3488 -0.05 -0.28 0.02
C -2.4680 -4.2807 -0.1787 -0.42 -0.06 -0.27
N -1.7244 -3.2245 -0.9197 -0.11 0.10 0.04
O -1.8025 -3.2184 -2.1095 0.34 0.21 -0.17
O -1.0756 -2.4051 -0.2523 -0.04 0.41 0.59
H -3.0695 -3.8142 0.5977 0.19 0.13 0.01
H -1.7704 -5.0047 0.2362 0.15 0.17 -0.02
H -3.0927 -4.7238 -0.9484 -0.03 -0.20 0.21
C 0.9285 -2.5532 -3.9591 0.07 0.78 -0.40
N 1.4042 -1.8100 -2.7656 1.46 0.52 0.09
O 2.5724 -1.7512 -2.5307 -0.44 -0.17 -0.02
O 0.5543 -1.2087 -2.0830 -1.21 0.46 1.04
H 0.5193 -3.4932 -3.6004 -0.05 -0.01 -0.24
H 1.7895 -2.6137 -4.6184 0.09 -0.56 0.25
H 0.2122 -1.9007 -4.4560 -0.43 -0.30 0.31
C -3.5560 2.3705 2.3748 -1.23 0.20 0.53
N -2.5684 1.2792 2.4116 0.39 -1.06 -0.27
O -2.4760 0.6070 3.4064 -0.01 0.38 0.11
O -1.9091 1.0426 1.3969 0.24 0.48 -0.42
H -3.7692 2.7537 1.3850 0.61 -0.11 -0.12
H -3.2871 3.1250 3.1120 0.36 0.02 -0.19
H -4.4835 1.9419 2.7566 0.10 -0.20 0.01
C 3.8510 1.6117 -3.0535 0.59 -0.63 -0.21
N 2.5156 1.9090 -2.4849 -1.01 1.38 0.37
O 2.0039 1.1613 -1.6572 0.28 -1.25 0.19
O 1.9526 2.9220 -2.8361 0.57 -0.33 -0.22
H 4.4034 2.5329 -3.2090 -0.38 0.14 -0.12
H 3.6794 1.0821 -3.9902 -0.10 0.26 -0.13
H 4.4306 0.9423 -2.4251 -0.41 0.04 0.35
C -0.5077 4.5524 -1.0520 1.06 0.06 -0.04
N -1.0408 3.2190 -0.6303 -0.53 0.44 0.40
O -0.2473 2.2775 -0.4622 0.99 -0.75 0.06
O -2.2029 3.1564 -0.3861 -0.09 -0.16 -0.33
H 0.5094 4.4640 -1.4265 -0.18 -0.42 -0.19
H -0.4324 5.1641 -0.1539 -0.44 -0.07 0.08
H -1.1708 4.9906 -1.7907 -0.19 -0.17 0.14
C 2.2325 2.4603 3.3252 0.56 -0.07 0.41
N 1.4016 1.3134 2.8788 0.23 -0.39 -0.19
O 1.4677 0.3087 3.5115 0.01 0.00 0.27
O 0.7632 1.4099 1.8114 -0.29 0.19 -0.75
H 1.9868 3.4095 2.8638 -0.27 -0.25 -0.19
H 3.2435 2.1336 3.0752 -0.01 0.17 -0.22
H 2.2071 2.4864 4.4121 -0.32 0.03 -0.05
C -0.5439 -2.0713 4.2559 1.65 0.15 -0.89
N -0.9752 -1.8515 2.8529 -2.25 -0.75 0.18
O -0.2703 -1.1875 2.0915 1.07 0.76 -1.22
O -2.0490 -2.2914 2.5515 0.45 0.13 -0.28
H 0.4670 -2.4743 4.1549 -0.04 -0.17 0.18
H -1.2229 -2.7858 4.7008 -0.16 0.41 0.21
H -0.4009 -1.0705 4.6579 -0.51 -0.14 0.43
```
Positions in Å, forces in eV/Å.

The HOMO-LUMO gap is 8.74 eV. As for the net charge: +2. The value obtained for the LUMO energy is -7.910 eV.


# 6
The molecule C7H21N3Si. Source: the Open Molecules 2025 dataset; level of theory: ωB97M-V/def2-TZVPD.

```
32
Properties=species:S:1:pos:R:3:forces:R:3
C 2.3164 -0.8409 -2.9124 0.01 -0.27 0.10
C 1.6294 -2.0337 -2.2564 -0.13 0.12 -0.04
C 0.4695 -1.6273 -1.3444 0.12 -0.19 0.03
C 0.9352 -0.9970 -0.0343 -0.58 0.17 0.24
Si -0.4647 -0.1763 0.9505 -1.76 -1.97 0.93
N -2.0919 -1.6678 1.3854 2.67 2.46 -1.03
C 0.1457 0.5549 2.6107 -0.29 -0.28 -0.48
C -0.9235 1.3310 3.3744 0.02 -0.10 -0.12
N -1.2989 0.9873 -0.0182 0.13 -0.19 -0.06
C -2.7217 1.1267 -0.1942 0.10 0.04 -0.02
N -0.4965 1.6850 -0.9528 0.07 0.04 0.04
H 2.6989 -0.1455 -2.1712 0.08 0.14 0.07
H 3.1515 -1.1733 -3.5256 0.08 0.05 -0.07
H 1.6179 -0.3054 -3.5497 -0.09 0.12 -0.11
H 2.3598 -2.6054 -1.6771 -0.02 -0.08 -0.02
H 1.2480 -2.6883 -3.0437 0.04 -0.09 0.04
H -0.1677 -0.9249 -1.8816 -0.16 0.02 -0.11
H -0.1388 -2.5023 -1.1107 -0.11 0.01 -0.07
H 1.6700 -0.2222 -0.2529 0.04 0.21 0.14
H 1.4456 -1.7514 0.5648 0.03 -0.03 0.19
H -1.6261 -2.3986 1.9149 0.04 -0.03 0.12
H -2.6994 -1.1887 2.0444 0.02 -0.02 0.16
H 0.5347 -0.2390 3.2485 0.10 -0.18 -0.06
H 0.9827 1.2252 2.4093 0.16 -0.01 -0.20
H -1.3399 2.1155 2.7491 -0.12 0.16 -0.03
H -1.7352 0.6743 3.6773 -0.14 -0.03 0.07
H -0.5051 1.7897 4.2681 -0.04 0.06 0.09
H -3.2224 0.4685 0.5059 -0.21 -0.06 0.04
H -3.0357 2.1614 -0.0135 -0.07 -0.02 0.00
H -3.0229 0.8450 -1.2107 -0.04 -0.02 0.02
H -0.7055 2.6799 -0.8954 0.07 -0.10 0.01
H -0.7176 1.3784 -1.9008 -0.03 0.05 0.11
```
Positions in Å, forces in eV/Å.

The calculation puts the energy above the lowest of the compared OMol25 structures with the same formula, charge and spin at 0.0 kJ/mol. The HOMO-LUMO gap is 9.59 eV. As for the structure (SMILES): CCCC[Si@@](N)(CC)N(C)N. The value obtained for the LUMO energy is 0.909 eV.